1.
Formula: C10H24O2Si3
Source: the Open Molecules 2025 dataset
Level of theory: wB97M-V/def2-TZVPD

Structure (XYZ):
```
39
Properties=species:S:1:pos:R:3:lowdin_charge:R:1
Si -0.376 -0.992 -2.289 0.37
Si 0.395 1.470 -0.359 0.26
Si 0.230 0.185 2.527 0.42
O 0.542 1.294 1.288 -0.24
O 0.341 0.033 -1.165 -0.24
C -0.354 -2.738 -1.730 -0.20
C -1.990 -0.338 -2.858 -0.18
C -1.541 1.443 4.147 -0.07
C 1.993 2.189 -0.832 -0.15
C 0.246 -1.527 1.916 -0.16
C 1.373 0.155 4.049 -0.15
C 0.596 -0.921 -3.907 -0.18
C -1.053 2.610 -0.891 -0.13
C 0.816 -3.364 -1.761 -0.03
C -1.357 0.336 3.492 -0.22
H -0.758 2.167 4.243 0.05
H -0.754 3.202 -1.767 0.04
H 0.757 -1.647 0.966 0.02
H 1.628 1.011 4.662 0.03
H -2.237 -0.875 -3.776 0.04
H 1.624 -3.088 -2.504 0.08
H 0.966 -4.258 -1.252 0.03
H -2.832 -0.503 -2.175 0.04
H -1.907 0.717 -3.135 0.03
H -2.135 -0.394 3.386 0.06
H -2.487 1.667 4.641 0.06
H -0.970 -2.776 -0.895 0.03
H 2.687 1.383 -0.650 0.03
H -1.917 2.102 -1.289 0.00
H 0.342 -1.706 -4.662 0.05
H 0.589 -2.183 2.765 0.07
H -0.764 -1.810 1.644 0.03
H 0.920 -0.558 4.626 -0.01
H 2.284 -0.259 3.595 0.03
H 1.654 -0.931 -3.626 0.02
H 0.411 0.097 -4.311 0.04
H 2.287 3.030 -0.140 0.06
H 2.060 2.502 -1.916 0.06
H -1.306 3.276 -0.055 0.03
```

Its energy relative to the best compared isomer or geometry (same formula, charge and spin) is 56.0 kcal/mol. For the max |F|, the calculation gives 3.95 eV Å⁻¹. Its SMILES is C=C[Si](C)(C)O[Si](C)(C)O[Si](C)(C)C=C. The value obtained for the total energy is -38491.865 eV. The highest occupied orbital energy is -9.54 eV.



2.
Formula: C10H25AlBrO2
Source: the Open Molecules 2025 dataset
Level of theory: wB97M-V/def2-TZVPD

Structure (XYZ):
```
39
Properties=species:S:1:pos:R:3:lowdin_charge:R:1
Br -2.559 -1.072 -3.151 0.01
Al -0.704 -1.601 -1.695 -0.14
O 0.895 -1.727 -2.628 -0.33
O -2.362 0.473 3.252 -0.17
C 2.531 1.953 -2.687 -0.07
C 2.934 -0.560 -2.158 -0.32
C -2.367 -0.068 1.934 -0.28
C 1.984 -1.745 -1.752 -0.35
C -4.504 -0.508 3.945 -0.09
C -3.629 0.728 3.822 -0.30
C 2.679 1.198 -0.247 -0.09
C 4.343 -0.855 -1.579 -0.09
C 2.296 0.768 -1.684 -0.38
C -3.040 0.829 0.912 -0.08
H 3.766 1.214 -0.077 0.06
H -0.886 -2.993 -0.927 -0.10
H -2.556 1.808 0.887 0.08
H -0.548 -0.398 -0.648 -0.07
H 1.605 2.126 -3.255 0.07
H -4.144 1.517 3.263 0.10
H -2.979 0.383 -0.082 0.04
H -1.323 -0.199 1.653 0.09
H 4.560 -1.917 -1.793 0.07
H -4.733 -0.945 2.972 0.07
H 2.727 2.882 -2.131 0.06
H 2.175 0.521 0.459 0.07
H 2.963 -0.596 -3.257 0.13
H -5.450 -0.254 4.429 0.07
H 2.531 -2.701 -1.840 0.11
H -4.096 0.989 1.142 0.06
H 1.705 -1.562 -0.693 0.09
H -2.814 -1.067 1.934 0.11
H 3.343 1.738 -3.397 0.06
H 2.330 2.219 -0.031 0.07
H 4.412 -0.751 -0.490 0.06
H 5.140 -0.287 -2.083 0.07
H -4.002 -1.273 4.539 0.08
H -3.436 1.129 4.819 0.11
H 1.210 0.603 -1.678 0.08
```

Its energy relative to the best compared isomer or geometry (same formula, charge and spin) is 10.9 kcal/mol. For the max |F|, the calculation gives 1.66 eV Å⁻¹. The net charge is -1. The value obtained for the total energy is -91513.858 eV. The highest occupied orbital energy is -5.18 eV.



3.
Formula: C10H25B3IN4O5P
Source: the Open Molecules 2025 dataset
Level of theory: wB97M-V/def2-TZVPD

Structure (XYZ):
```
49
Properties=species:S:1:pos:R:3:lowdin_charge:R:1
I -2.660 -0.132 4.086 0.78
P -0.130 0.586 -2.498 0.77
O 2.408 -1.997 2.581 0.20
O 0.502 -2.790 4.061 0.21
O 0.200 0.752 3.705 -0.05
O -0.312 -0.319 -1.267 -0.32
O 2.825 -2.829 4.875 0.16
N 1.787 0.082 6.959 0.08
N -1.438 1.624 -2.029 -0.31
N -0.751 -0.620 -3.581 -0.34
N 0.188 1.619 -3.908 -0.27
C -1.180 2.412 -0.818 -0.14
C -0.098 -1.101 2.155 -0.04
C 0.867 -0.840 7.109 -0.21
C 0.890 2.874 -3.545 -0.14
C -0.719 -2.013 -3.124 -0.15
C 0.991 -2.380 6.710 -0.05
C 1.085 0.982 -4.909 -0.13
C -0.645 -0.077 3.287 -0.77
C -2.365 2.346 -2.887 -0.14
C -1.925 -0.453 -4.420 -0.15
B 3.228 -1.989 3.771 -0.22
B 1.018 -2.014 2.948 -0.43
B 1.408 -2.655 5.171 -0.44
H 0.253 3.552 -2.977 0.06
H -0.815 -2.708 -3.965 0.08
H 0.643 0.103 -5.376 0.07
H 2.035 0.682 -4.455 0.09
H 1.292 1.669 -5.735 0.08
H -2.851 -0.466 -3.833 0.09
H -2.095 2.869 -0.427 0.08
H -1.909 3.197 -3.405 0.07
H 2.603 -0.375 6.516 0.05
H 1.665 -2.969 7.426 0.13
H -0.938 -1.742 1.710 0.12
H -1.875 0.459 -5.017 0.07
H 1.787 2.671 -2.952 0.09
H -1.528 -2.223 -2.417 0.08
H -0.105 -0.503 7.624 0.12
H -0.064 -2.835 6.846 0.12
H 4.219 -1.346 3.879 0.11
H -2.841 1.717 -3.631 0.05
H -1.994 -1.257 -5.159 0.08
H 0.366 -0.485 1.313 0.11
H -3.201 2.744 -2.301 0.08
H -0.452 3.209 -0.992 0.06
H -0.791 1.780 -0.018 0.06
H 1.181 3.435 -4.437 0.08
H 0.236 -2.249 -2.649 0.07
```

Its energy relative to the best compared isomer or geometry (same formula, charge and spin) is 101.7 kcal/mol. For the max |F|, the calculation gives 8.94 eV Å⁻¹. Its SMILES is [H]/N=C\CB1OBOB(CC(=O)I)O1.CN(C)P(=O)(N(C)C)N(C)C. The value obtained for the total energy is -46394.834 eV. The highest occupied orbital energy is -8.41 eV.



4.
Formula: C10H25BrCl12N4O9Sn
Source: the Open Molecules 2025 dataset
Level of theory: wB97M-V/def2-TZVPD

Structure (XYZ):
```
62
Properties=species:S:1:pos:R:3:lowdin_charge:R:1
Sn -1.851 -1.146 -2.322 1.46
Br -0.075 0.347 0.513 -0.24
Cl 4.198 -0.545 3.698 0.50
Cl 3.910 -1.638 0.984 0.50
Cl 0.711 -0.700 5.013 0.45
Cl -0.408 2.510 5.382 0.49
Cl 0.829 5.025 4.149 0.51
Cl -3.300 -5.962 2.201 0.51
Cl 4.091 2.403 0.394 0.51
Cl 1.062 -3.443 -0.617 0.47
Cl 1.589 -6.292 -1.032 0.49
Cl -1.661 -2.361 4.573 0.51
Cl 2.853 5.082 0.579 0.49
Cl -0.496 -5.061 2.244 0.49
O -3.749 0.266 -0.553 -0.12
O 1.130 -1.378 -3.106 -0.13
O -0.162 0.807 -4.403 -0.02
O -3.427 -3.016 -0.718 -0.49
O -5.706 -0.143 0.311 0.12
O 1.493 1.856 -3.472 0.04
O 2.889 -2.568 -3.699 0.05
O -0.667 3.858 -2.269 0.05
O -2.001 2.100 -2.265 -0.03
N 0.569 1.765 -4.296 -0.41
N -4.501 -0.158 0.321 -0.42
N -1.546 3.111 -1.774 -0.40
N 2.349 -1.590 -3.146 -0.38
C 0.500 2.847 -5.330 0.05
C -2.202 3.593 -0.535 0.04
C -3.842 -0.481 1.617 0.02
C 0.041 3.458 3.935 -1.03
C 3.069 -0.918 2.382 -1.05
C 2.318 -4.651 -0.995 -0.96
C -2.133 -4.716 1.657 -1.04
C 3.268 -0.625 -2.406 0.04
C -0.647 -1.101 3.839 -0.98
C 2.714 3.424 -0.068 -1.03
H -3.338 -3.316 0.208 -0.13
H -0.194 -1.517 2.939 -0.03
H 3.088 -4.586 -0.226 0.02
H 0.961 2.624 -6.292 0.10
H 2.637 3.445 -1.155 0.02
H 0.713 2.845 3.334 0.01
H -2.418 4.661 -0.553 0.10
H -0.572 2.897 -5.526 0.10
H 2.526 -0.021 2.084 -0.03
H -2.118 -4.770 0.568 0.00
H -2.874 -0.956 1.463 0.05
H -1.285 -0.233 3.670 0.00
H 2.691 -4.528 -2.012 0.01
H -4.494 -1.166 2.159 0.10
H -3.193 3.144 -0.457 0.09
H 3.670 0.040 -3.171 0.10
H 2.645 -0.147 -1.650 0.06
H -0.875 3.676 3.385 0.01
H -1.555 3.284 0.286 0.07
H 1.745 2.972 0.144 -0.02
H 2.374 -1.689 2.714 0.00
H 0.837 3.797 -4.916 0.10
H 4.029 -1.183 -1.860 0.07
H -2.388 -3.684 1.897 -0.01
H -3.819 0.454 2.177 0.11
```

For the max |F|, the calculation gives 3.13 eV Å⁻¹. The value obtained for the total energy is -261292.721 eV. The highest occupied orbital energy is -9.38 eV.



5.
Formula: C10H25BrIN4O4P2
Source: the Open Molecules 2025 dataset
Level of theory: wB97M-V/def2-TZVPD

Structure (XYZ):
```
47
Properties=species:S:1:pos:R:3:lowdin_charge:R:1
I -1.140 0.931 -6.824 0.90
Br -0.004 -1.676 -2.816 0.85
P -0.734 -1.109 2.239 0.76
P 3.072 0.078 -3.849 0.59
O 4.277 -0.051 -5.028 -0.13
O 3.423 1.457 -2.944 -0.14
O 3.186 -1.128 -2.966 -0.29
O -0.799 -1.462 0.744 -0.33
N -2.242 -0.311 2.327 -0.36
N -0.613 -0.924 3.985 -0.31
N 0.680 -0.127 2.097 -0.32
N -0.663 1.195 -3.977 0.04
C 0.336 -0.903 -4.587 -0.65
C 0.624 1.358 -3.936 -0.02
C 0.708 1.319 2.093 -0.14
C -1.252 0.040 4.859 -0.10
C 0.529 -1.591 4.607 -0.14
C -3.401 -1.200 2.234 -0.13
C -0.933 -0.005 -4.834 -0.69
C 1.417 0.235 -4.737 -0.29
C 1.658 -0.603 1.112 -0.15
C -2.557 1.022 1.863 -0.13
H -3.502 -1.773 3.162 0.08
H 2.656 -0.217 1.341 0.08
H 4.041 0.527 -5.774 0.07
H 0.838 -2.457 4.017 0.07
H 0.357 -1.660 -5.402 0.12
H 1.396 -0.292 0.093 0.06
H 1.386 -0.917 4.693 0.08
H 1.741 1.683 2.098 0.08
H -2.336 -0.079 4.869 0.08
H 1.026 2.220 -3.352 0.17
H -1.018 1.074 4.596 0.07
H 0.218 1.736 1.203 0.08
H 1.734 -1.689 1.129 0.07
H -2.686 1.073 0.775 0.08
H 3.479 2.197 -3.578 0.08
H 1.701 0.550 -5.776 0.11
H -4.334 -0.654 2.092 0.08
H 0.279 -1.971 5.601 0.08
H -1.900 -0.532 -4.687 0.09
H 0.265 1.746 2.990 0.06
H -0.937 -0.098 5.897 0.09
H -3.471 1.378 2.344 0.09
H -1.805 1.751 2.160 0.05
H -1.399 1.764 -3.555 0.19
H -3.300 -1.907 1.405 0.07
```

For the max |F|, the calculation gives 6.80 eV Å⁻¹. The net charge is +1. The value obtained for the total energy is -121637.618 eV. The highest occupied orbital energy is -9.98 eV.



6.
Formula: C10H25MnNO4
Source: the Open Molecules 2025 dataset
Level of theory: wB97M-V/def2-TZVPD

Structure (XYZ):
```
41
Properties=species:S:1:pos:R:3:lowdin_spin:R:1
Mn 20.533 4.172 6.753 3.94
O 16.961 5.718 8.884 0.00
O 23.644 5.640 9.275 0.84
O 20.973 4.956 4.564 0.02
O 20.981 1.727 7.536 0.01
N 21.628 2.273 4.956 0.02
C 20.550 6.296 4.301 0.00
C 22.384 3.118 3.969 0.00
C 24.493 5.592 10.374 0.08
C 20.442 1.412 8.844 0.00
C 21.401 4.223 3.419 0.00
C 21.931 0.846 7.006 0.00
C 23.803 5.861 11.705 0.06
C 16.644 6.198 10.174 0.00
C 22.585 1.455 5.748 0.00
C 15.180 6.421 10.426 0.00
H 24.572 5.837 12.477 0.00
H 20.073 6.477 3.337 0.00
H 17.170 7.148 10.257 0.00
H 23.420 2.045 6.124 0.00
H 21.267 1.582 4.314 0.00
H 20.094 6.888 5.095 0.00
H 23.004 0.579 5.254 0.00
H 19.961 0.435 8.892 0.00
H 17.241 5.648 10.901 0.00
H 23.320 6.838 11.747 0.00
H 21.449 -0.088 6.721 0.00
H 21.311 1.255 9.483 0.00
H 14.634 5.480 10.492 0.00
H 21.406 6.935 4.082 0.00
H 22.686 0.557 7.738 0.00
H 20.636 3.893 2.717 0.00
H 14.788 7.005 9.593 0.00
H 21.998 4.862 2.768 0.00
H 19.778 2.163 9.271 0.00
H 22.985 5.188 11.961 0.00
H 25.345 6.261 10.255 0.01
H 15.066 7.079 11.287 0.00
H 24.910 4.585 10.387 0.01
H 23.162 3.722 4.437 0.00
H 22.773 2.475 3.180 0.00
```

Its energy relative to the best compared isomer or geometry (same formula, charge and spin) is 241.6 kcal/mol. For the max |F|, the calculation gives 3.29 eV Å⁻¹. The value obtained for the total energy is -51764.621 eV. The highest occupied orbital energy (alpha / beta) is -4.57 / -4.57 eV. The spin multiplicity is 6.



7.
Formula: C10H25N3O2PdS2
Source: the Open Molecules 2025 dataset
Level of theory: wB97M-V/def2-TZVPD

Structure (XYZ):
```
43
Properties=species:S:1:pos:R:3:lowdin_spin:R:1
Pd 0.542 0.077 -0.233 1.15
S -0.469 2.357 -0.323 0.10
S -0.372 -2.247 -0.225 0.09
O 1.893 0.043 1.533 0.10
O 2.395 -0.225 3.699 0.00
N -0.159 0.018 -2.371 0.11
N -0.672 0.159 1.885 0.04
N 0.208 -0.075 3.002 0.00
C -2.268 2.079 -0.175 0.02
C -0.891 1.218 -2.849 0.01
C 3.220 0.221 0.184 0.19
C 1.510 -0.083 2.732 0.01
C -0.837 -1.234 -2.796 0.01
C -0.283 -2.422 -2.039 0.00
C 1.867 -0.372 5.054 0.00
C -0.395 2.462 -2.143 0.00
C 2.400 0.140 -1.007 0.09
C -2.187 -2.081 -0.089 0.02
H -1.009 3.327 -2.405 0.00
H -2.420 -2.189 0.977 0.00
H -1.913 -1.117 -2.617 0.00
H -0.150 -0.086 3.957 0.00
H 0.653 2.664 -2.398 0.00
H -2.517 2.244 0.880 0.00
H -2.781 2.840 -0.772 0.00
H 2.563 -0.794 -1.560 0.00
H -1.961 1.059 -2.667 0.00
H -1.434 -0.520 1.924 0.00
H 0.763 0.028 -2.818 0.00
H 0.777 -2.576 -2.279 0.00
H -2.649 -2.913 -0.630 0.00
H -2.567 -1.122 -0.456 0.00
H -0.847 -3.328 -2.273 0.00
H 1.225 -1.258 5.142 0.00
H -0.683 -1.367 -3.880 0.00
H 2.763 -0.506 5.653 0.00
H 3.545 1.189 0.539 0.01
H 2.468 1.043 -1.626 0.00
H -0.740 1.311 -3.937 0.00
H -1.097 1.084 1.989 0.00
H 3.757 -0.656 0.518 0.01
H 1.335 0.532 5.376 0.00
H -2.583 1.074 -0.476 0.00
```

For the max |F|, the calculation gives 3.10 eV Å⁻¹. The net charge is +2. The value obtained for the total energy is -44473.353 eV. The highest occupied orbital energy (alpha / beta) is -14.47 / -15.00 eV. The spin multiplicity is 3.



8.
Formula: C10H25NO4P2S
Source: the Open Molecules 2025 dataset
Level of theory: wB97M-V/def2-TZVPD

Structure (XYZ):
```
43
Properties=species:S:1:pos:R:3:lowdin_charge:R:1
S -3.754 0.111 -0.945 0.06
P -1.914 -1.950 -3.050 0.78
P -3.821 -1.539 -1.989 0.18
O 1.713 -0.866 -1.791 -0.04
O -0.788 -2.601 -1.973 -0.42
O 0.864 -1.521 3.970 0.01
O -2.474 0.562 -4.050 -0.25
N 2.559 -0.444 5.044 -0.20
C -0.949 2.917 -2.055 -0.11
C -0.446 -1.729 -0.868 -0.25
C 1.949 -1.530 4.511 -0.36
C -1.944 1.892 -4.272 -0.22
C -2.199 2.799 -3.026 -0.21
C 1.885 0.840 4.978 -0.04
C -1.365 -0.230 -3.632 -0.43
C 1.113 -1.584 -0.717 -0.38
C 1.419 -0.807 0.621 -0.03
C 3.860 -0.527 5.677 -0.06
H -2.487 2.339 -5.135 0.12
H 2.543 -2.453 4.612 0.13
H 1.492 -2.633 -0.655 0.14
H -0.768 -2.258 0.066 0.14
H -0.973 -0.751 -0.860 0.07
H -0.762 3.962 -1.733 0.07
H -0.605 -0.348 -4.446 0.10
H 3.777 -0.204 6.718 0.09
H -4.866 -1.446 -2.964 -0.04
H -0.868 1.844 -4.571 0.12
H -0.039 2.476 -2.526 0.06
H 1.703 1.100 3.934 0.09
H 1.081 -0.691 -2.490 0.06
H 4.238 -1.548 5.651 0.08
H 0.925 0.772 5.492 0.09
H 0.448 -0.379 0.961 0.08
H -1.142 2.296 -1.145 0.06
H 4.560 0.126 5.151 0.09
H -4.091 -2.673 -1.164 -0.05
H -2.450 3.837 -3.347 0.10
H -3.023 2.366 -2.415 0.05
H 2.496 1.610 5.446 0.09
H -0.843 0.265 -2.771 0.07
H 2.064 0.062 0.371 0.08
H 1.877 -1.464 1.385 0.07
```

For the max |F|, the calculation gives 2.81 eV Å⁻¹. Its SMILES is CCCOCP(OC[C@H](C)O)[PH2]=S.CN(C)C=O. The value obtained for the total energy is -49866.362 eV. The highest occupied orbital energy is -8.04 eV.